{
  "formula": "H10O5",
  "method": "ωB97M-V with the def2-TZVPD basis set",
  "species": ["O", "H", "H", "O", "H", "H", "O", "H", "H", "O", "H", "H", "O", "H", "H"],
  "coordinates": [[7.2810, 0.5400, 52.0300], [7.8000, 0.5730, 52.7800], [6.7180, -0.2260, 52.3940], [6.6970, 3.1400, 48.9330], [6.5710, 3.5140, 48.0080], [7.5170, 2.6460, 49.0740], [9.2090, 0.9870, 46.8180], [8.8030, 1.0570, 47.6960], [8.4750, 0.6490, 46.3340], [11.6900, 1.7290, 48.4540], [12.5010, 1.8510, 48.9480], [11.7420, 1.0300, 47.8320], [8.9640, 1.4660, 49.4620], [9.1160, 0.9000, 50.1810], [9.9260, 1.5500, 49.2480]],
  "forces_ev_per_angstrom": [[-2.957, -2.529, -0.866], [2.443, 0.959, 2.438], [0.604, 1.552, -1.567], [-1.038, 0.938, -1.262], [0.931, -1.104, 1.909], [0.055, 0.219, -0.612], [0.296, 0.177, 0.513], [0.393, 0.111, 0.263], [-0.652, -0.454, -1.076], [-0.799, 1.325, 1.167], [0.242, -0.341, -0.225], [0.399, -1.015, -0.893], [1.551, 0.888, -1.154], [-0.953, -1.505, 2.062], [-0.513, 0.778, -0.697]],
  "charge": 0,
  "smiles": "O.O.O.O.O"
}

---

{
  "formula": "C3H16N2O3",
  "method": "ωB97M-V with the def2-TZVPD basis set",
  "species": ["C", "C", "N", "C", "N", "H", "H", "H", "H", "H", "H", "H", "H", "H", "H", "O", "H", "H", "O", "H", "H", "O", "H", "H"],
  "coordinates": [[0.9945, -1.6578, 2.3870], [0.1479, -0.7188, 1.4994], [-0.0730, -1.4273, 0.1808], [0.8043, 0.5412, 1.2686], [-0.0350, 1.6774, 0.5707], [0.8591, -2.5694, 2.0120], [2.1148, -1.7492, 2.0945], [0.9159, -1.4437, 3.4274], [-0.9099, -0.5558, 2.0953], [-0.9602, -1.0695, -0.2218], [-0.3149, -2.3829, 0.3215], [1.7928, 0.6921, 0.8181], [0.9702, 1.0216, 2.3258], [0.2948, 1.9204, -0.3589], [0.1189, 2.6562, 1.0011], [2.2236, 0.7213, -2.1005], [1.6809, 0.0366, -1.7280], [1.6927, 0.8616, -3.0011], [-3.1197, 0.3984, -1.1292], [-2.5497, 1.2231, -0.8692], [-3.5958, 0.7929, -1.7264], [-0.6227, 0.5968, -3.0278], [-1.1849, -0.0310, -3.7597], [-1.2445, 0.4658, -2.0795]],
  "forces_ev_per_angstrom": [[2.868, 3.237, -1.162], [-2.354, -2.565, 0.185], [-1.018, 1.662, 0.168], [0.565, 6.634, 1.603], [0.080, 1.077, 0.916], [-1.860, -4.300, -0.230], [-1.256, 1.491, 0.508], [-0.205, -0.385, 0.684], [2.463, -0.145, -1.494], [0.863, 0.081, 0.154], [0.079, -0.932, 0.428], [-0.107, -1.473, -0.098], [-0.242, -0.980, -1.598], [0.344, -0.930, -0.259], [-0.302, -2.436, -0.099], [-1.391, 0.975, -3.321], [-0.425, -0.744, 0.590], [1.707, -0.275, 2.922], [6.204, -0.482, 5.741], [-1.189, -2.313, 0.180], [-4.818, 2.943, -5.660], [-4.823, -3.025, 0.837], [2.299, 2.639, 3.305], [2.518, 0.248, -4.300]],
  "charge": 0,
  "smiles": "C[C@H](N)CN.O.O.O"
}

---

{
  "formula": "C3H8N2O",
  "method": "ωB97M-V with the def2-TZVPD basis set",
  "species": ["C", "N", "C", "O", "N", "C", "H", "H", "H", "H", "H", "H", "H", "H"],
  "coordinates": [[-2.3787, 0.4378, 0.1840], [-1.0909, -0.0921, 0.5671], [-0.0194, -0.0395, -0.2963], [-0.0775, 0.4230, -1.4250], [1.1428, -0.5435, 0.2620], [2.3951, -0.2397, -0.4048], [-2.8303, 0.9547, 1.0394], [-3.0575, -0.3440, -0.1839], [-2.2080, 1.1620, -0.6152], [-1.0621, -0.7770, 1.3063], [1.1707, -0.4970, 1.2712], [2.6920, 0.8140, -0.2853], [3.1730, -0.8925, 0.0025], [2.2679, -0.4393, -1.4705]],
  "forces_ev_per_angstrom": [[-0.136, 0.054, -0.063], [0.088, -0.055, -0.013], [-0.020, 0.113, 0.013], [0.021, -0.120, 0.408], [-0.089, 0.097, 0.056], [0.118, -0.027, -0.106], [-0.002, -0.152, -0.207], [0.073, 0.215, 0.062], [-0.102, -0.143, 0.098], [0.043, 0.124, -0.087], [0.013, -0.030, -0.161], [-0.042, -0.258, -0.037], [-0.080, 0.153, -0.135], [0.116, 0.029, 0.172]],
  "charge": 0,
  "smiles": "CNC(=O)NC"
}

---

The records above give, respectively, lowest unoccupied orbital energy values of 0.512, 0.404, 0.888 eV.
The records above give, respectively, ΔE to the lowest compared entry with this formula, charge and spin values of 1.4027, 3.5905, 0.2987 eV.